# 1
126
Properties=species:S:1:pos:R:3:mulliken_charge:R:1 method="wB97M-V/def2-TZVPD" total_energy_ev=-58884.16075 lumo_ev=-3.884 charge=+1 multiplicity=1 homo_energy_ev=-9.7 gap_ha=0.2137
F -1.266 0.051 0.404 -0.21
C -1.359 1.126 1.272 0.30
F -2.132 0.755 2.396 -0.30
C -2.190 2.330 0.581 1.27
F -1.757 3.586 1.125 -0.34
F -2.018 2.264 -0.824 -0.21
C -3.704 2.071 0.994 -0.62
N -4.441 0.946 0.688 0.15
C -5.693 1.227 1.335 -0.23
C -5.612 2.518 1.997 -0.49
N -4.306 3.037 1.751 0.01
H -0.376 1.544 1.618 0.19
H -4.154 0.117 0.154 0.35
H -6.577 0.539 1.357 0.42
H -6.411 3.003 2.612 0.40
H -3.961 3.930 2.109 0.27
C -4.528 -5.907 1.509 -1.42
C -3.329 -4.999 1.748 -0.36
N -3.682 -3.599 1.938 0.20
C -2.535 -2.699 1.880 0.01
C -1.464 -2.837 2.964 -0.99
C -4.641 -3.316 2.999 -0.47
C -4.289 -3.766 4.418 -1.06
H -5.132 -5.551 0.671 0.32
H -4.186 -6.917 1.272 0.44
H -5.167 -5.980 2.392 0.30
H -2.687 -5.079 0.863 0.42
H -2.746 -5.393 2.590 0.28
H -2.892 -1.663 1.866 -0.44
H -2.050 -2.842 0.907 0.38
H -1.801 -2.425 3.916 0.26
H -0.574 -2.273 2.671 0.23
H -1.160 -3.873 3.117 0.35
H -5.597 -3.777 2.727 0.45
H -4.861 -2.243 3.014 0.13
H -3.887 -4.780 4.448 0.25
H -5.189 -3.755 5.040 0.39
H -3.572 -3.093 4.888 0.28
C 0.405 4.506 -1.343 -1.02
C 1.692 4.732 -2.125 -0.44
N 2.771 3.852 -1.716 0.20
C 4.074 4.238 -2.250 -0.68
C 4.266 4.182 -3.768 -0.95
C 2.469 2.434 -1.754 -0.35
C 2.024 1.838 -3.088 -0.92
H 0.578 4.588 -0.267 0.34
H -0.326 5.268 -1.625 0.49
H -0.046 3.533 -1.550 -0.12
H 2.001 5.769 -1.951 0.49
H 1.474 4.652 -3.198 0.27
H 4.851 3.632 -1.774 0.34
H 4.277 5.263 -1.922 0.42
H 4.368 3.156 -4.122 0.21
H 5.186 4.705 -4.038 0.40
H 3.447 4.661 -4.307 0.27
H 1.683 2.233 -1.016 -0.09
H 3.328 1.867 -1.383 0.37
H 1.288 2.460 -3.602 0.29
H 1.561 0.862 -2.914 0.27
H 2.869 1.674 -3.756 0.20
C 2.025 -2.088 -0.166 -1.11
C 2.932 -2.247 -1.381 -0.75
N 4.210 -1.559 -1.255 0.43
C 4.949 -1.472 -2.514 -0.58
C 5.427 -2.780 -3.147 -1.14
C 5.014 -1.899 -0.087 -0.34
C 5.406 -3.366 0.103 -1.14
H 1.864 -1.034 0.074 0.18
H 1.050 -2.539 -0.371 0.45
H 2.435 -2.587 0.716 0.27
H 2.390 -1.826 -2.236 0.50
H 3.065 -3.316 -1.593 0.28
H 5.810 -0.808 -2.383 0.42
H 4.309 -0.959 -3.242 0.22
H 6.284 -3.194 -2.614 0.24
H 5.752 -2.591 -4.173 0.44
H 4.639 -3.534 -3.188 0.27
H 4.472 -1.575 0.809 -0.04
H 5.922 -1.288 -0.080 0.42
H 4.572 -4.049 -0.071 0.24
H 5.745 -3.523 1.131 0.41
H 6.232 -3.650 -0.548 0.33
C -5.766 1.560 -2.760 -1.03
C -5.564 1.383 -4.258 -0.39
N -5.075 2.578 -4.925 0.10
C -5.153 2.502 -6.382 -0.70
C -4.294 1.450 -7.087 -0.95
C -3.842 3.149 -4.396 -0.91
C -2.600 2.257 -4.358 -0.37
H -6.421 2.409 -2.547 0.33
H -6.232 0.663 -2.340 0.48
H -4.817 1.711 -2.236 -0.07
H -6.538 1.120 -4.683 0.49
H -4.908 0.519 -4.429 0.26
H -4.926 3.484 -6.805 0.36
H -6.199 2.316 -6.649 0.42
H -3.243 1.739 -7.108 0.22
H -4.618 1.351 -8.125 0.40
H -4.379 0.465 -6.623 0.27
H -4.038 3.498 -3.376 0.30
H -3.603 4.064 -4.946 0.38
H -2.814 1.254 -3.983 0.21
H -1.851 2.699 -3.693 -0.04
H -2.136 2.169 -5.341 0.30
C 5.098 -2.747 5.303 -1.58
C 4.400 -1.741 4.398 0.00
N 3.150 -1.229 4.942 0.17
C 2.352 -0.496 3.968 -0.33
C 2.935 0.803 3.404 -1.12
C 3.226 -0.621 6.266 -0.74
C 4.180 0.560 6.455 -0.97
H 4.433 -3.574 5.561 0.35
H 5.968 -3.164 4.790 0.45
H 5.456 -2.286 6.226 0.33
H 4.186 -2.258 3.455 0.19
H 5.101 -0.931 4.156 0.24
H 1.365 -0.285 4.395 0.36
H 2.153 -1.169 3.124 0.07
H 2.883 1.614 4.131 0.37
H 2.351 1.118 2.534 0.27
H 3.969 0.687 3.079 0.27
H 3.506 -1.399 6.983 0.41
H 2.223 -0.319 6.584 0.33
H 5.154 0.389 5.994 0.25
H 4.351 0.725 7.522 0.38
H 3.762 1.484 6.055 0.27

---

# 2
125
Properties=species:S:1:pos:R:3:mulliken_charge:R:1 method="wB97M-V/def2-TZVPD" total_energy_ev=-58060.13304 smiles=C#C[C@@H](COCCOCC)OCCOC.CCOCC.CCOCC.CCOCC.CCOCC.CCOCC.CCOCC lumo_ev=0.699 charge=0 multiplicity=1 homo_energy_ev=-9.3 gap_ha=0.3675
C 4.439 -1.795 3.623 -0.34
C 3.535 -2.019 2.857 -0.90
C 2.618 -2.051 1.694 0.59
C 1.199 -1.644 2.098 -1.28
O 1.124 -0.506 2.919 0.10
C 0.427 -0.707 4.121 -0.81
C -1.114 -0.525 4.013 -0.78
O -1.532 0.186 2.875 -0.01
C -2.379 -0.549 2.004 -0.32
C -3.557 0.328 1.573 -0.74
O 3.152 -1.429 0.556 -0.45
C 2.917 -0.039 0.447 -0.14
C 3.660 0.790 1.482 -0.15
O 3.870 2.106 0.974 -0.37
C 3.749 3.033 2.031 -0.74
H 5.215 -1.647 4.323 0.47
H 2.542 -3.112 1.445 0.51
H 0.751 -2.520 2.574 0.78
H 0.610 -1.483 1.189 0.23
H 0.645 -1.689 4.553 0.43
H 0.823 0.012 4.837 0.36
H -1.585 -1.504 4.124 0.52
H -1.420 0.057 4.889 0.34
H -1.836 -0.787 1.086 0.06
H -2.810 -1.442 2.456 0.44
H -4.266 -0.345 1.087 0.42
H -4.080 0.726 2.439 -0.13
H -3.260 1.128 0.903 0.25
H 1.864 0.239 0.357 0.14
H 3.354 0.262 -0.504 0.23
H 4.641 0.334 1.646 -0.03
H 3.158 0.835 2.446 0.37
H 2.715 3.190 2.345 0.17
H 4.129 3.991 1.675 0.34
H 4.361 2.746 2.890 0.37
C 7.381 0.216 -0.248 -0.99
C 7.556 1.522 0.509 -0.37
O 7.637 1.361 1.916 -0.42
C 8.704 0.564 2.393 -0.31
C 10.080 1.087 2.019 -1.09
H 6.487 -0.308 0.097 0.18
H 7.283 0.411 -1.317 0.39
H 8.230 -0.456 -0.109 0.34
H 6.685 2.153 0.329 0.30
H 8.426 2.075 0.137 0.39
H 8.581 -0.474 2.063 0.30
H 8.606 0.559 3.480 0.35
H 10.232 1.106 0.940 0.27
H 10.855 0.454 2.454 0.40
H 10.214 2.105 2.389 0.29
C -8.527 -1.728 -1.060 -1.34
C -8.045 -0.603 -0.160 -0.24
O -6.657 -0.333 -0.287 -0.29
C -6.216 0.062 -1.575 -0.30
C -6.871 1.333 -2.087 -1.18
H -7.972 -2.644 -0.856 0.32
H -9.588 -1.915 -0.892 0.40
H -8.396 -1.492 -2.117 0.31
H -8.208 -0.886 0.880 0.27
H -8.627 0.310 -0.325 0.40
H -6.347 -0.759 -2.289 0.35
H -5.142 0.225 -1.482 0.32
H -7.949 1.220 -2.204 0.28
H -6.456 1.604 -3.058 0.42
H -6.699 2.156 -1.392 0.30
C -6.591 0.562 4.236 -1.05
C -7.472 1.131 3.135 0.36
O -8.835 0.760 3.246 -0.37
C -9.499 1.156 4.432 -0.36
C -9.525 2.660 4.650 -1.03
H -6.657 -0.527 4.252 0.29
H -5.552 0.848 4.074 0.24
H -6.883 0.925 5.223 0.37
H -7.134 0.747 2.172 -0.26
H -7.375 2.221 3.085 0.23
H -9.065 0.646 5.299 0.31
H -10.521 0.790 4.336 0.33
H -8.523 3.076 4.760 0.26
H -10.087 2.899 5.554 0.40
H -9.998 3.159 3.803 0.29
C -1.485 6.432 3.754 -1.05
C -1.729 6.063 2.300 -0.27
O -0.631 5.427 1.677 -0.47
C -0.208 4.202 2.256 -0.57
C -1.272 3.121 2.278 -0.28
H -0.612 7.080 3.841 0.28
H -2.352 6.954 4.162 0.40
H -1.306 5.552 4.374 0.26
H -1.910 6.973 1.727 0.36
H -2.632 5.449 2.203 0.26
H 0.186 4.378 3.265 0.41
H 0.631 3.865 1.649 0.15
H -2.137 3.411 2.879 0.30
H -0.874 2.197 2.694 -0.05
H -1.628 2.921 1.265 0.26
C 1.062 -2.250 -5.273 -0.76
C 1.201 -0.967 -4.472 -0.44
O 1.267 -1.168 -3.072 -0.42
C 2.345 -1.965 -2.605 0.23
C 3.715 -1.409 -2.953 -1.21
H 0.174 -2.801 -4.959 0.31
H 0.977 -2.025 -6.336 0.34
H 1.921 -2.909 -5.144 0.09
H 0.324 -0.341 -4.641 0.36
H 2.066 -0.388 -4.815 0.30
H 2.242 -2.995 -2.967 0.33
H 2.241 -2.005 -1.523 -0.22
H 3.874 -1.357 -4.032 0.39
H 4.496 -2.042 -2.529 0.41
H 3.832 -0.400 -2.556 0.30
C 2.751 -5.457 -9.616 -1.06
C 2.885 -4.179 -8.805 -0.35
O 2.952 -4.391 -7.407 -0.36
C 4.031 -5.181 -6.942 -0.35
C 5.400 -4.612 -7.276 -1.07
H 1.866 -6.014 -9.306 0.30
H 2.663 -5.221 -10.677 0.39
H 3.614 -6.112 -9.493 0.26
H 2.004 -3.558 -8.969 0.31
H 3.747 -3.593 -9.143 0.31
H 3.937 -6.209 -7.311 0.31
H 3.918 -5.228 -5.859 0.35
H 5.567 -4.550 -8.352 0.27
H 6.183 -5.242 -6.852 0.40
H 5.504 -3.606 -6.867 0.28

---

# 3
185
Properties=species:S:1:pos:R:3:mulliken_charge:R:1 method="wB97M-V/def2-TZVPD" total_energy_ev=-312713.95368 lumo_ev=-0.222 charge=0 multiplicity=1 homo_energy_ev=-10.6 gap_ha=0.3816
O 4.586 1.215 -1.101 -0.50
S 3.782 2.205 -1.830 0.92
O 2.541 1.896 -2.542 -0.30
O 3.416 3.385 -0.719 -0.19
C 2.545 4.462 -0.989 -0.91
C 1.097 4.079 -0.679 0.33
C 4.889 3.238 -2.917 -1.21
H 2.665 4.645 -2.056 0.31
H 2.944 5.349 -0.497 0.36
H 0.744 3.146 -1.119 -0.50
H 0.363 4.763 -1.106 0.53
H 0.911 3.913 0.382 -0.04
H 4.317 3.957 -3.504 0.38
H 5.414 2.615 -3.642 0.44
H 5.531 3.821 -2.257 0.39
O -7.173 -0.410 -3.410 -0.46
S -8.169 0.603 -3.009 1.01
O -9.213 1.109 -3.922 -0.63
O -9.003 0.042 -1.634 -0.26
C -10.343 0.553 -1.440 -0.25
C -10.871 0.038 -0.065 -1.21
C -7.355 2.045 -2.145 -0.75
H -11.001 0.365 -2.289 0.38
H -10.372 1.638 -1.344 0.30
H -10.909 -1.052 -0.079 0.33
H -11.873 0.394 0.174 0.39
H -10.229 0.246 0.791 0.25
H -8.124 2.673 -1.695 0.41
H -6.816 2.756 -2.771 0.37
H -6.712 1.568 -1.405 0.05
O 3.985 4.551 3.241 -0.57
S 4.790 3.415 3.622 1.08
O 5.493 3.336 4.898 -0.57
O 3.779 2.083 3.471 0.18
C 2.776 1.982 4.439 -0.89
C 1.448 2.662 4.149 -0.42
C 5.952 3.147 2.190 -0.58
H 3.054 2.229 5.464 0.57
H 2.588 0.924 4.626 0.40
H 0.889 2.700 5.084 0.41
H 0.935 2.184 3.315 -0.07
H 1.813 3.639 3.831 -0.10
H 6.393 2.152 2.238 0.12
H 6.698 3.930 2.324 0.47
H 5.438 3.341 1.248 0.02
O -4.811 0.676 -0.319 -0.13
S -5.133 -0.316 0.727 0.97
O -5.329 -1.745 0.459 -0.71
O -4.039 -0.115 1.917 -0.02
C -3.737 -1.234 2.838 -0.23
C -2.838 -0.532 3.909 -0.94
C -6.586 0.343 1.594 -1.18
H -3.123 -1.926 2.262 -0.04
H -4.601 -1.727 3.282 0.66
H -2.040 0.034 3.428 -0.04
H -2.419 -1.403 4.413 0.33
H -3.308 0.070 4.688 0.43
H -6.418 1.420 1.616 0.28
H -6.521 0.031 2.637 0.40
H -7.510 0.139 1.053 0.32
O 5.839 1.039 6.349 -0.55
S 5.639 -0.234 5.613 1.11
O 4.369 -0.904 5.580 -0.49
O 6.306 -0.200 4.080 -0.30
C 6.073 -1.286 3.231 -0.19
C 5.322 -0.806 1.947 0.23
C 6.896 -1.394 6.379 -1.04
H 5.428 -2.031 3.696 0.07
H 6.973 -1.824 2.934 0.32
H 5.969 -0.206 1.307 0.39
H 4.465 -0.207 2.255 -0.18
H 5.034 -1.634 1.300 -0.36
H 6.601 -1.602 7.407 0.39
H 7.945 -1.119 6.268 0.33
H 6.738 -2.344 5.868 0.30
C 2.532 -4.047 3.498 0.38
C 1.640 -4.616 4.582 -0.58
O 0.730 -3.542 4.695 -0.41
S 0.174 -3.037 3.185 0.78
O -0.035 -1.589 3.223 -0.47
O -0.933 -3.846 2.724 -0.61
O 1.695 -3.423 2.560 -0.09
H 3.281 -4.728 3.091 0.13
H 3.109 -3.279 4.014 -0.06
H 2.202 -4.620 5.515 0.34
H 1.122 -5.548 4.353 0.31
C -1.700 3.205 -3.396 0.48
C -2.602 2.308 -4.158 0.95
O -3.334 3.224 -4.905 -0.46
S -3.648 4.665 -4.194 1.02
O -4.934 4.495 -3.491 -0.49
O -3.372 5.865 -4.991 -0.58
O -2.486 4.285 -3.050 -0.23
H -0.930 3.636 -4.036 0.28
H -1.346 2.706 -2.494 -0.51
H -3.344 1.747 -3.589 -0.21
H -2.182 1.639 -4.910 -0.33
C 0.053 7.525 3.078 -0.32
C 0.279 6.085 2.764 0.57
O -0.275 5.328 3.885 -0.05
S -0.881 6.326 5.030 1.03
O -0.364 5.952 6.398 -0.57
O -2.319 6.418 4.796 -0.53
O -0.110 7.589 4.439 -0.39
H -0.894 7.866 2.660 0.28
H 0.830 8.266 2.894 0.29
H 1.336 5.819 2.749 0.24
H -0.162 5.828 1.800 -0.55
C 6.726 -5.516 -0.187 -0.47
C 6.035 -5.236 1.174 -0.44
O 4.932 -4.384 0.934 0.07
S 4.778 -3.919 -0.651 0.67
O 5.397 -2.571 -0.792 -0.62
O 3.460 -4.121 -1.167 -0.08
O 5.916 -5.056 -1.209 -0.36
H 6.915 -6.589 -0.208 0.26
H 7.659 -5.032 -0.475 0.31
H 6.770 -4.812 1.859 0.32
H 5.658 -6.203 1.506 0.32
C -3.081 3.266 0.616 0.64
C -4.364 3.729 -0.204 0.35
O -4.298 5.163 -0.181 -0.43
S -2.784 5.646 0.251 1.19
O -2.851 6.077 1.663 -0.52
O -2.200 6.611 -0.665 -0.65
O -2.095 4.176 0.175 0.10
H -2.802 2.258 0.306 -0.87
H -3.287 3.418 1.676 0.29
H -5.273 3.338 0.252 0.15
H -4.420 3.416 -1.247 -0.23
C 1.327 0.493 0.772 0.22
C 1.448 -0.739 -0.151 0.90
O 0.257 -0.795 -0.869 0.06
S -0.920 -0.003 -0.059 0.11
O -1.437 -0.867 1.028 -0.22
O -1.874 0.590 -1.047 0.41
O 0.105 1.105 0.506 -0.20
H 2.104 1.190 0.456 -0.54
H 1.338 0.355 1.853 0.03
H 1.516 -1.615 0.494 -0.91
H 2.349 -0.612 -0.751 0.40
C 1.810 -4.899 -5.481 -0.24
C 1.118 -3.789 -4.824 0.29
O 2.079 -2.852 -4.395 -0.01
S 3.594 -3.101 -5.037 0.93
O 4.434 -3.822 -4.062 -0.38
O 4.139 -1.894 -5.566 -0.55
O 2.918 -4.254 -6.084 -0.44
H 1.346 -5.460 -6.292 0.34
H 2.050 -5.582 -4.667 0.25
H 0.414 -4.054 -4.034 -0.12
H 0.501 -3.349 -5.607 -0.09
C -0.003 -0.362 -4.273 1.37
C 1.158 0.195 -5.086 -0.12
O 0.926 -0.244 -6.380 -0.47
S -0.679 -0.480 -6.729 1.33
O -0.963 -1.742 -7.498 -0.61
O -1.270 0.739 -7.256 -0.57
O -1.034 -0.566 -5.100 -0.48
H -0.313 0.310 -3.473 -0.44
H 0.276 -1.391 -4.045 -0.68
H 2.146 -0.059 -4.703 0.19
H 1.115 1.284 -5.067 0.51
C -3.404 -1.608 -2.930 0.75
C -4.474 -2.634 -3.221 -0.48
O -4.136 -3.790 -2.594 -0.39
S -2.489 -3.934 -2.570 1.01
O -2.023 -4.944 -3.513 -0.61
O -1.974 -3.862 -1.190 -0.32
O -2.240 -2.322 -3.180 -0.15
H -3.369 -1.321 -1.879 -0.30
H -3.292 -0.723 -3.557 -0.25
H -4.617 -2.834 -4.283 0.40
H -5.436 -2.400 -2.767 0.27
C 0.447 -5.576 0.170 0.04
C 0.314 -6.523 -1.011 0.19
O 1.602 -6.994 -0.917 -0.36
S 2.083 -7.492 0.551 0.95
O 3.536 -7.569 0.634 -0.49
O 1.279 -8.651 0.864 -0.59
O 1.454 -6.095 1.032 -0.06
H -0.495 -5.336 0.664 0.41
H 0.782 -4.627 -0.248 -0.20
H 0.264 -5.931 -1.924 -0.08
H -0.510 -7.227 -0.888 0.28